Entry 1:
Formula: H26O13
Source: the OMol25 dataset
Level of theory: ωB97M-V with the def2-TZVPD basis set

```
39
H26O13 ωB97M-V with the def2-TZVPD basis set
H 0.6102 0.7277 -0.0596
H 0.2270 -0.6678 -0.5244
H 1.3439 -3.0365 -0.7513
H 1.5566 -1.5316 -0.7688
H 1.3648 0.6419 -2.7399
H 2.3498 1.4122 -1.8760
H -0.6147 -0.0714 -3.1150
H -1.2612 1.1783 -3.6897
H 3.4945 -1.9244 2.2126
H 2.3400 -0.9396 2.1271
H -3.3778 -3.2833 -3.2057
H -2.2016 -3.8737 -2.4453
H -2.1546 -2.6598 2.8446
H -2.2102 -3.3953 4.1735
H 3.0306 1.4786 1.8443
H 3.8261 0.6569 2.8454
H 0.8660 2.9174 1.0160
H -0.4175 3.7279 0.9400
H -2.9333 2.8515 -1.0982
H -3.1475 2.9491 -2.5997
H 3.5408 -4.4778 1.0789
H 2.1357 -4.3909 0.5061
H -1.0763 1.7611 -0.0212
H -1.4846 3.2078 -0.2460
H -2.7068 3.3418 1.7510
H -3.6813 2.6046 0.8471
O 0.5172 -0.1790 0.2540
O 0.8632 -2.2011 -0.7618
O 1.7095 1.5289 -2.5869
O -0.4034 0.7603 -3.5538
O 3.2935 -1.0055 2.0024
O -2.9541 -3.2807 -2.3399
O -1.6452 -3.2558 3.4052
O 3.6215 0.7196 1.9056
O 0.5221 3.8094 1.1391
O -3.0084 3.4913 -1.8151
O 2.6130 -4.5626 1.3256
O -1.4965 2.5091 0.4179
O -3.0507 2.4614 1.5618
```

As for the energy above the lowest of the compared OMol25 structures with the same formula, charge and spin: 212.32 kcal/mol. The value obtained for the HOMO-LUMO gap is 8.42 eV.

---

Entry 2:
Formula: C18H10CoF5PSSe2
Source: the OMol25 dataset
Level of theory: ωB97M-V with the def2-TZVPD basis set

```
38
C18H10CoF5PSSe2 ωB97M-V with the def2-TZVPD basis set
Co 0.9184 1.3505 0.0000
F 7.3481 3.9157 -0.0001
C 6.0216 3.8147 -0.0001
C 5.4176 2.5701 0.0000
F 6.1584 1.4623 -0.0001
C 4.0408 2.4940 0.0000
F 3.4740 1.2652 0.0000
C 3.2085 3.6127 0.0000
S 1.4681 3.5139 0.0000
C 3.8543 4.8490 0.0000
F 3.1322 5.9660 0.0000
C 5.2329 4.9521 0.0000
F 5.8144 6.1501 0.0000
Se -1.5497 1.4093 0.0000
P -1.0722 -0.7253 0.0000
Se 1.0914 -1.0103 0.0000
C -1.8131 -1.4813 1.4837
C -3.1338 -1.1707 1.8027
C -3.7076 -1.6928 2.9486
C -2.9618 -2.5092 3.7882
C -1.6456 -2.8113 3.4761
C -1.0681 -2.2989 2.3233
C -1.8131 -1.4813 -1.4838
C -1.0680 -2.2989 -2.3233
C -1.6457 -2.8113 -3.4761
C -2.9619 -2.5093 -3.7882
C -3.7077 -1.6929 -2.9485
C -3.1338 -1.1708 -1.8026
H -3.7038 -0.5029 1.1709
H -4.7333 -1.4496 3.1931
H -3.4079 -2.9032 4.6922
H -1.0633 -3.4403 4.1364
H -0.0409 -2.5346 2.0773
H -0.0409 -2.5345 -2.0773
H -1.0633 -3.4403 -4.1364
H -3.4080 -2.9033 -4.6921
H -4.7334 -1.4498 -3.1930
H -3.7038 -0.5029 -1.1708
```

The multiplicity is 4. As for the expectation value of S²: 3.763. The value obtained for the HOMO-LUMO gap (alpha / beta) is 8.12 / 7.94 eV.

---

Entry 3:
Formula: C7H8N2O2
Source: the OMol25 dataset
Level of theory: ωB97M-V with the def2-TZVPD basis set

```
19
C7H8N2O2 ωB97M-V with the def2-TZVPD basis set
C 2.0912 1.6797 0.6963
O 0.9854 2.0275 1.5243
N -0.0421 1.2094 1.6442
C -0.5014 0.3773 0.6526
C -1.3593 0.8263 -0.3495
C -1.8783 -0.0586 -1.2792
C -1.6051 -1.4154 -1.1966
C -0.8238 -1.9007 -0.1627
C -0.2945 -1.0212 0.7640
N 0.3599 -1.4026 1.9333
O 0.9728 -0.4094 2.5307
H 2.7031 0.9395 1.2135
H 2.6493 2.6044 0.5580
H 1.7707 1.2867 -0.2735
H -1.5701 1.8821 -0.4186
H -2.4942 0.3227 -2.0795
H -2.0027 -2.0953 -1.9352
H -0.6011 -2.9517 -0.0717
H -0.2345 -1.9496 2.5675
```

As for the energy above the lowest of the compared OMol25 structures with the same formula, charge and spin: 149.31 kcal/mol. The SMILES is CO/N=C1\C=CC=C\C1=[NH+]\[O-]. The value obtained for the HOMO-LUMO gap (alpha / beta) is 8.73 / 7.88 eV.

---

Entry 4:
Formula: C3H4FNO
Source: the OMol25 dataset
Level of theory: ωB97M-V with the def2-TZVPD basis set

```
10
C3H4FNO ωB97M-V with the def2-TZVPD basis set
C -0.8410 -0.3187 -0.7757
C -1.5478 -0.8703 0.2068
C 0.3793 -0.5989 0.0597
N 1.2673 0.5237 0.6337
O -0.4583 -1.1155 1.1012
F 1.0725 -1.6633 -0.4970
H -0.9140 -0.1254 -1.8198
H -2.5378 -1.1339 0.3766
H 1.7387 0.3420 1.5364
H 2.1602 0.6334 -0.0052
```

As for the energy above the lowest of the compared OMol25 structures with the same formula, charge and spin: 49.89 kcal/mol. The value obtained for the HOMO-LUMO gap is 10.61 eV.

---

Entry 5:
Formula: C6H10O
Source: the OMol25 dataset
Level of theory: ωB97M-V with the def2-TZVPD basis set

```
17
C6H10O ωB97M-V with the def2-TZVPD basis set
C 1.6557 0.4319 -0.7156
C 0.7101 0.1004 0.4391
C 0.1749 -1.3087 0.7293
C -1.0178 -1.1034 -0.2083
C -0.7038 0.3487 -0.4859
C -0.9354 1.3331 0.6322
O 0.2745 1.0755 1.3649
H 2.4953 -0.2149 -0.5684
H 1.3456 0.2355 -1.7651
H 1.9800 1.4714 -0.7337
H 0.8035 -2.1499 0.4344
H -0.1115 -1.4342 1.7744
H -2.0118 -1.2721 0.2027
H -0.9131 -1.7274 -1.0993
H -0.9610 0.7111 -1.5098
H -1.8466 1.1247 1.2021
H -0.9386 2.3783 0.3068
```

As for the energy above the lowest of the compared OMol25 structures with the same formula, charge and spin: 70.88 kcal/mol. The SMILES is C[C@]12CC[C@H]1CO2. The value obtained for the HOMO-LUMO gap is 9.26 eV.

---

Entry 6:
Formula: C30H50IrP2Se
Source: the OMol25 dataset
Level of theory: ωB97M-V with the def2-TZVPD basis set

```
84
C30H50IrP2Se ωB97M-V with the def2-TZVPD basis set
Ir -0.0451 -0.1465 -0.4635
C -2.0870 1.6212 -0.2553
C -2.7751 0.7636 -1.1542
C -1.8295 -0.6028 0.4877
C -1.5316 0.8115 0.8060
C -2.7009 -0.5728 -0.6872
C -2.0038 3.1069 -0.2380
H -1.6739 3.5446 -1.1927
H -1.2970 3.4500 0.5308
H -2.9836 3.5440 0.0087
C -1.4194 1.2537 2.2304
H -1.1756 2.3156 2.3159
H -0.6286 0.6626 2.7151
H -2.3584 1.0948 2.7911
C -1.9063 -1.5852 1.6109
H -2.7992 -1.4098 2.2296
H -1.0197 -1.4650 2.2480
H -1.9398 -2.6136 1.2504
C -3.4427 -1.7582 -1.1711
H -4.5118 -1.5396 -1.2896
H -3.3339 -2.5946 -0.4803
H -3.0789 -2.1063 -2.1403
C -3.5152 1.2197 -2.3543
H -4.5125 1.5993 -2.0798
H -3.6642 0.4041 -3.0728
H -2.9899 2.0371 -2.8724
C 1.2210 0.3049 -2.3538
C 0.1620 1.1241 -2.5517
C -0.3937 1.3806 -3.9261
C -1.2531 0.2406 -4.5157
C -1.1917 -1.0559 -3.7611
C -0.0585 -1.7693 -3.6803
C 1.2191 -1.3455 -4.3301
C 1.9783 -0.2350 -3.5680
H 0.4192 1.5979 -4.6390
H -0.9482 0.0975 -5.5611
H -0.9923 2.3051 -3.8938
H 2.1571 0.6007 -4.2711
H 1.7216 0.0749 -1.3610
H -0.3105 1.7110 -1.7404
H 2.9904 -0.5847 -3.2829
H 1.8798 -2.2180 -4.4325
H -0.0562 -2.8263 -3.4067
H 1.0418 -0.9844 -5.3534
H -2.2937 0.5737 -4.5632
H -2.1678 -1.5078 -3.5694
P 1.5941 1.5320 0.5821
C 1.4109 2.6020 2.0587
H 2.3272 3.1964 2.1639
H 1.2734 2.0166 2.9736
H 0.5675 3.2928 1.9473
C 3.3605 1.0363 0.6405
H 3.9550 1.9262 0.8816
H 3.6892 0.6356 -0.3227
H 3.5206 0.2767 1.4154
C 1.7553 2.9448 -0.5986
H 1.9824 2.5969 -1.6071
H 2.5618 3.6036 -0.2529
H 0.8161 3.5071 -0.6440
P 0.9489 -2.2913 -0.0999
C -0.2981 -3.2768 -1.0032
H 0.2293 -4.0256 -1.6050
H -0.8821 -2.6220 -1.6605
H -1.0106 -3.7714 -0.3339
C 2.5295 -2.4312 -1.0040
H 2.4188 -2.1521 -2.0527
H 2.8719 -3.4697 -0.9413
H 3.2810 -1.7888 -0.5357
C 1.2449 -3.4914 1.2666
H 1.4170 -4.4817 0.8225
H 0.3903 -3.5605 1.9451
H 2.1264 -3.2266 1.8600
Se 1.4795 -0.7566 2.7768
C 1.2009 -0.2221 4.5099
C 0.0061 -0.5458 5.2147
C -0.1908 -0.0524 6.4996
C 0.7875 0.7388 7.1236
C 1.9657 1.0468 6.4303
C 2.1878 0.5612 5.1481
H -0.7421 -1.1619 4.7209
H -1.1198 -0.2898 7.0243
H 0.6262 1.1078 8.1390
H 2.7221 1.6824 6.9005
H 3.0950 0.7951 4.6052
```

The multiplicity is 6. As for the expectation value of S²: 8.791. Its net charge is +2. The value obtained for the HOMO-LUMO gap (alpha / beta) is 7.48 / 5.73 eV.